## i
{"formula": "C3H7N2OS", "method": "ωB97M-V/def2-TZVPD", "charge": 1, "multiplicity": 1, "symbols": ["C", "C", "C", "N", "N", "O", "S", "H", "H", "H", "H", "H", "H", "H"], "positions_angstrom": [[-1.21, 0.74, -0.01], [0.66, -0.81, -0.03], [-2.65, 0.93, 0.18], [-0.70, -0.41, 0.03], [0.78, -2.13, 0.05], [1.54, 0.01, -0.13], [4.74, 0.64, 0.07], [-0.61, 1.64, -0.18], [-3.17, -0.03, 0.24], [-2.80, 1.49, 1.10], [-3.06, 1.55, -0.62], [4.85, 1.65, -0.81], [-0.05, -2.70, 0.09], [1.69, -2.57, 0.03]]}



## ii
{"formula": "C3H7N2OS", "method": "ωB97M-V/def2-TZVPD", "charge": 1, "multiplicity": 1, "symbols": ["C", "C", "C", "N", "N", "O", "S", "H", "H", "H", "H", "H", "H", "H"], "positions_angstrom": [[2.44, -0.27, 1.11], [0.19, -0.72, 0.13], [-1.27, 1.67, -0.37], [1.28, -0.71, 0.80], [-0.19, -1.60, -0.76], [-2.27, -0.70, 0.36], [-1.35, 0.28, 0.81], [2.75, 0.52, 0.38], [3.00, -0.60, 2.03], [-2.16, 2.26, -0.60], [-1.06, 1.49, -1.45], [-0.56, 2.42, -0.20], [0.35, -2.40, -1.13], [-1.15, -1.63, -1.09]]}



Q: Which of them is the most stable? A: ii.